1.
33
Properties=species:S:1:pos:R:3:forces:R:3:mulliken_charge:R:1 method="wB97M-V/def2-TZVPD" energy_ha=-2880.681063 homo_lumo_gap_ev=7.1
C 3.60504 -0.68742 0.11594 0.0 0.1 0.1 -1.048
C 2.86036 0.18238 -0.89620 0.0 -0.1 -0.1 -0.182
C 1.92973 1.24305 -0.31746 0.0 0.0 -0.1 -0.712
C 0.94439 0.73130 0.71796 0.0 -0.1 0.0 0.571
C -0.06016 1.78478 1.15960 0.0 0.1 0.1 -1.182
C -1.29782 1.94855 0.29103 -0.1 0.1 -0.1 -0.744
C -2.34763 0.83918 0.45617 -0.1 -0.1 0.1 -0.657
C -2.64826 -0.02103 -0.77752 -0.1 0.2 -0.1 -0.608
C -2.93864 -1.49790 -0.52254 0.2 -0.1 0.0 -1.178
Ga -1.34985 -2.53951 0.15871 -1.4 0.3 0.6 0.180
H 3.12468 -0.68575 1.08794 0.0 0.0 0.1 0.287
H 4.62992 -0.35560 0.25000 0.1 0.1 0.1 0.317
H 3.66150 -1.72499 -0.20540 0.1 -0.2 -0.1 0.219
H 3.58480 0.67188 -1.54413 0.0 0.0 -0.2 0.405
H 2.28559 -0.46687 -1.56013 -0.2 0.1 -0.2 0.015
H 2.52696 2.04636 0.11764 0.1 0.1 0.1 0.302
H 1.37894 1.69287 -1.14504 0.0 0.1 -0.1 0.305
H 1.49071 0.39837 1.59860 0.0 -0.1 0.1 0.249
H 0.41812 -0.14840 0.34187 -0.1 -0.1 0.0 -0.589
H 0.46767 2.73948 1.22483 0.0 0.1 0.1 0.413
H -0.40078 1.55027 2.16770 0.0 0.0 0.1 0.444
H -1.74645 2.90161 0.56899 -0.1 0.1 -0.1 0.378
H -1.01989 2.04904 -0.76076 0.1 0.0 -0.1 0.356
H -2.06482 0.19195 1.28653 0.1 -0.1 0.1 0.354
H -3.27811 1.32181 0.74960 -0.1 -0.1 0.2 0.437
H -3.50907 0.43146 -1.27848 0.0 0.1 -0.2 0.368
H -1.82136 0.05751 -1.49025 0.2 0.0 0.0 0.271
H -3.20944 -1.94340 -1.48202 -0.1 -0.1 -0.1 0.416
H -3.80737 -1.61609 0.12488 -0.1 0.0 0.1 0.401
H -0.75475 -1.85292 1.47719 0.3 -0.1 0.0 -0.144
H -0.26723 -2.37881 -1.01016 -5.7 1.5 1.3 -0.160
H -1.61630 -4.09235 0.43501 0.2 -0.1 -0.2 -0.376
K 1.22952 -2.77082 -1.34010 6.5 -1.7 -1.5 0.894

=====

2.
13
Properties=species:S:1:pos:R:3:forces:R:3:nbo_charge:R:1 method="wB97M-V/def2-TZVPD" smiles="CC=O.CS" de_lowest_kj_mol=49.0 energy_ha=-592.499401 homo_lumo_gap_ev=9.7
C -3.09640 -2.22864 -0.51119 0.4 0.3 0.2 -0.726
C -1.88563 -1.57087 0.12723 -0.4 -0.5 -0.4 0.445
O -0.76111 -1.82038 -0.21962 -0.1 0.3 0.2 -0.519
H -4.01878 -1.76553 -0.17816 -0.1 0.0 0.0 0.216
H -3.02964 -2.21354 -1.60003 0.1 0.0 0.1 0.241
H -3.07424 -3.26031 -0.16651 -0.1 -0.2 -0.1 0.243
H -2.12135 -0.89755 0.97416 0.3 0.1 0.0 0.102
C 0.75446 1.38711 0.51017 0.1 -0.1 0.3 -0.732
S 2.40278 1.95718 0.00623 -0.1 -0.1 0.0 -0.046
H 0.03427 1.70689 -0.23324 0.0 0.2 -0.1 0.221
H 0.50452 1.80203 1.48415 -0.1 0.1 -0.1 0.210
H 0.71675 0.30589 0.57487 0.0 -0.1 -0.1 0.231
H 3.04124 1.36014 1.01900 0.1 0.0 0.0 0.116

=====

3.
8
Properties=species:S:1:pos:R:3:forces:R:3:nbo_charge:R:1 method="wB97M-V/def2-TZVPD" de_lowest_kj_mol=632.3 energy_ha=-697.310142 homo_lumo_gap_ev="8.7 / 7.8"
C -1.36763 -0.00400 0.38024 1.5 2.1 -0.2 0.076
N -1.64205 -1.18278 0.44410 -0.8 -1.8 0.3 -0.197
N -0.30484 0.39318 -0.54526 -0.9 -1.3 -1.1 -0.303
O 2.14339 -0.93738 -0.49953 0.1 -0.9 -0.6 -0.837
O 0.73597 1.05345 0.04214 0.7 1.2 0.8 -0.542
S 2.16920 0.26822 0.30317 -0.2 0.5 0.6 1.223
H -1.78856 0.85903 0.89559 -0.3 -0.2 0.1 0.201
H 0.05452 -0.44971 -1.02044 -0.1 0.3 0.2 0.379

=====

4.
53
Properties=species:S:1:pos:R:3:forces:R:3:nbo_charge:R:1 method="wB97M-V/def2-TZVPD" smiles="CCN(CC)C(=S)SCCC[PH3]B(O)O.COP(=O)(OC)OC" energy_ha=-2447.247403 homo_lumo_gap_ev=7.4
C -2.28979 -3.03004 4.50095 0.0 0.1 -0.3 -0.625
C -1.08131 -3.19217 3.56084 -0.5 0.3 0.6 -0.209
N -0.85965 -1.97501 2.73928 1.0 -0.8 -0.5 -0.516
C -1.07122 -2.20513 1.30095 -0.8 -0.1 -0.1 -0.215
C -1.27113 -0.91194 0.53435 0.3 -0.2 -0.2 -0.624
C 0.34410 -1.33233 3.07451 -0.1 0.7 0.4 -0.094
S 0.39302 -0.23604 4.28095 0.0 -0.1 0.1 -0.022
S 1.80175 -1.80314 2.20292 -0.3 -0.1 -0.7 0.258
C 2.75061 -0.27646 1.95433 0.1 0.3 0.3 -0.509
C 1.95349 0.91585 1.43248 0.1 0.0 -0.1 -0.442
C 2.66174 2.26927 1.63760 -0.3 -0.6 -0.3 -0.750
P 1.38604 3.50894 2.32437 -0.1 0.0 0.1 0.565
B -0.04706 4.72969 3.02165 0.1 0.0 -0.2 0.827
O -0.05129 5.15393 4.33776 0.3 -0.2 -0.2 -0.941
O -1.04970 5.13805 2.16042 -0.4 -0.3 0.7 -0.923
H -2.98668 -3.86269 4.41278 0.1 -0.1 0.2 0.205
H -2.82893 -2.13129 4.20671 0.0 0.0 0.0 0.226
H -1.97354 -2.90281 5.53356 -0.1 -0.1 0.1 0.214
H -0.19035 -3.39001 4.15609 0.1 -0.1 -0.1 0.201
H -1.23342 -4.04944 2.90587 0.1 0.1 -0.2 0.197
H -0.30494 -2.82666 0.82957 0.1 0.1 0.1 0.192
H -2.00338 -2.77115 1.22826 0.0 -0.1 0.1 0.194
H -1.54732 -1.13823 -0.49400 0.0 0.0 0.0 0.243
H -2.04861 -0.29666 0.98522 0.1 0.0 0.1 0.204
H -0.33395 -0.36122 0.47576 -0.1 0.2 0.0 0.208
H 3.28791 -0.01146 2.86377 -0.1 -0.1 0.1 0.222
H 3.49405 -0.55802 1.20728 0.1 -0.2 0.1 0.229
H 0.97574 0.94680 1.91887 0.0 -0.1 0.1 0.210
H 1.75473 0.76112 0.37099 -0.1 0.0 0.0 0.216
H 3.48926 2.14441 2.34078 0.1 0.3 0.0 0.206
H 3.04275 2.61889 0.67500 0.1 0.2 0.1 0.207
H 0.44064 2.99915 1.34330 0.1 0.1 -0.1 -0.083
H 1.50668 2.87911 3.61666 0.1 0.0 0.0 -0.040
H 2.22947 4.62629 1.97541 0.0 0.0 0.1 -0.033
H -0.70988 4.66833 4.84195 -0.2 0.3 0.2 0.501
H -1.45234 4.37630 1.73232 0.2 0.1 -0.6 0.499
C -0.99840 1.10406 -5.94747 0.2 0.2 -0.1 -0.261
O -0.62154 0.79251 -4.59577 -1.9 -0.5 -0.5 -0.786
P -0.49726 -0.72490 -4.11463 3.8 -0.8 0.7 2.551
O -0.41841 -0.78817 -2.65836 -0.6 0.2 0.1 -1.092
O 0.91938 -1.05592 -4.82977 -0.2 -0.2 0.2 -0.837
C 2.11933 -0.62060 -4.18806 0.1 0.1 -0.1 -0.256
O -1.24685 -1.97159 -4.74887 -1.4 1.3 -0.6 -0.776
C -2.18576 -1.82708 -5.83082 0.0 -0.2 0.0 -0.255
H -0.92262 2.18145 -6.05893 0.0 0.0 0.1 0.206
H -0.32179 0.62114 -6.65527 0.0 0.0 0.0 0.189
H -2.02539 0.79980 -6.14711 0.1 0.1 0.0 0.179
H 1.94748 -0.40416 -3.13420 0.0 0.0 0.0 0.204
H 2.50647 0.27082 -4.68470 0.0 0.0 0.0 0.173
H 2.84936 -1.42243 -4.27693 0.0 0.0 0.0 0.189
H -1.70646 -1.38867 -6.70688 0.0 -0.1 0.0 0.182
H -3.03844 -1.21759 -5.52920 0.0 0.0 0.0 0.182
H -2.53659 -2.82292 -6.08253 0.0 0.0 0.1 0.208

=====

5.
63
Properties=species:S:1:pos:R:3:forces:R:3:mulliken_spin:R:1 method="wB97M-V/def2-TZVPD" s2=3.82 total_charge=+1 de_lowest_kj_mol=195.1 multiplicity=4 energy_ha=-14296.357442 homo_lumo_gap_ev="6.8 / 5.5"
V 0.21422 0.07985 -0.25582 0.4 -1.5 0.1 1.102
C -1.69866 3.08527 -0.44053 0.0 -0.1 -0.1 -0.010
C -0.68110 2.96533 0.69051 0.0 0.4 0.1 -0.012
C -1.32092 3.38272 2.01313 0.1 -0.2 0.1 -0.002
C 0.54785 3.81424 0.42718 0.1 -0.1 -0.1 0.015
O -0.21670 1.58149 0.85428 -1.1 -1.1 0.6 0.021
Ge -1.69060 0.28847 1.59436 -0.4 0.7 0.3 0.003
O -0.34710 -0.79282 1.97991 0.3 0.1 0.2 0.016
C -0.41584 -1.81911 3.04346 -0.1 -0.1 -0.2 -0.003
C 0.35942 -1.29302 4.23598 0.0 0.1 0.0 0.000
C -1.87159 -2.06138 3.41950 0.0 0.0 -0.1 0.000
C 0.18578 -3.09326 2.48244 0.0 0.0 -0.1 0.002
O -1.10539 -0.99040 -0.69093 -0.1 0.5 0.7 0.038
C -2.14149 -1.67801 -1.45497 0.1 0.0 0.1 -0.003
C -2.04957 -3.14534 -1.07355 0.1 0.0 0.0 -0.002
C -1.89174 -1.47077 -2.92850 0.1 0.0 -0.1 0.004
C -3.48397 -1.09549 -1.04731 0.0 0.1 0.1 0.000
H -2.36564 3.92476 -0.24401 0.0 0.0 0.0 -0.002
H -1.22641 3.25080 -1.40797 0.0 -0.1 0.0 0.004
H -2.31478 2.18469 -0.51928 -0.1 0.0 0.0 -0.001
H -1.48107 4.46015 2.02296 0.0 0.0 0.0 0.000
H -2.29667 2.91129 2.15894 0.0 0.0 0.0 0.000
H -0.66819 3.12819 2.85023 0.0 0.0 0.0 0.000
H 0.24170 4.84948 0.27292 0.0 0.0 0.0 -0.002
H 1.24024 3.76957 1.26815 0.0 0.0 0.0 0.001
H 1.06559 3.47324 -0.47073 0.0 0.0 0.0 -0.003
H -0.11314 -0.39646 4.64163 0.0 0.0 0.0 0.000
H 0.38398 -2.05048 5.01987 0.0 0.0 0.0 0.000
H 1.38004 -1.04347 3.95703 0.0 0.0 0.0 -0.001
H -2.33300 -1.17116 3.85818 0.0 0.0 0.0 0.001
H -2.45757 -2.37678 2.55148 0.0 0.0 0.0 -0.001
H -1.93421 -2.85348 4.16508 0.0 0.0 0.0 0.000
H 1.20563 -2.93541 2.14062 0.0 0.0 0.0 0.000
H 0.20032 -3.86185 3.25534 0.0 0.0 0.0 0.000
H -0.40593 -3.46251 1.64401 0.0 0.0 0.0 -0.001
H -1.08251 -3.56026 -1.35843 0.0 0.0 0.0 -0.001
H -2.18506 -3.27645 0.00137 0.0 0.0 0.0 0.002
H -2.83196 -3.70524 -1.58606 0.0 0.0 0.0 0.000
H -0.88875 -1.79065 -3.21361 0.0 0.0 0.0 0.000
H -2.61363 -2.06013 -3.49585 0.0 0.0 0.0 -0.001
H -2.01046 -0.42675 -3.21396 0.0 0.0 0.0 0.000
H -3.69881 -1.28436 0.00731 0.0 0.0 0.0 -0.001
H -3.51210 -0.01899 -1.22874 0.0 0.0 0.0 0.000
H -4.27639 -1.55901 -1.63478 0.0 0.0 0.0 0.000
Cl 4.97766 2.47383 3.53410 -0.1 -0.1 -0.1 -0.003
C 4.16306 1.44378 2.40134 0.1 0.1 0.1 -0.021
C 4.00554 1.85542 1.08991 0.0 0.0 0.0 0.013
C 3.34082 1.03281 0.19502 0.1 0.0 -0.2 -0.017
C 2.80355 -0.19796 0.58742 -0.2 0.0 0.0 -0.007
C 1.97521 -1.02352 -0.33821 -0.1 -0.1 0.6 -0.103
C 3.03407 -0.60279 1.90580 0.0 0.0 0.1 -0.019
C 3.70540 0.19913 2.81021 0.0 0.0 -0.1 0.010
H 4.40556 2.80818 0.77162 0.0 0.0 0.0 0.000
H 3.27663 1.33726 -0.84172 -0.1 0.0 0.0 0.002
H 1.70064 -1.98298 0.10312 0.1 0.0 0.0 0.004
H 2.42407 -1.17528 -1.31272 -0.2 0.1 -0.1 0.002
H 2.71868 -1.58900 2.21600 -0.1 0.0 0.0 -0.001
H 3.89072 -0.13634 3.82152 0.0 0.0 0.0 0.001
Se 2.41104 2.12909 -5.50258 0.1 0.0 0.1 0.960
Sb 0.17707 1.89915 -4.47212 -0.1 0.4 0.3 -0.066
Se -0.96383 4.09566 -4.26516 0.0 0.0 0.0 0.978
Se -1.14527 0.57264 -5.84464 -0.3 -0.3 -0.4 0.227
Se 0.75584 0.98881 -2.15708 1.2 1.0 -2.2 -0.124